(1)
C19H64N10O13 | ωB97M-V/def2-TZVPD

Energy above the lowest of the compared OMol25 structures with the same formula, charge and spin = 63.3 kcal per mole
Orbital gap = 8.1153 eV
Net charge = 0
M = 640.78 g/mol
LUMO energy = -0.3 eV
Calculated total energy = -62254.041 eV
Highest occupied orbital energy = -8.4 eV

CARTESIAN COORDINATES (ANGSTROEM)
O -3.316801 -1.227899 -3.628756
O 2.071103 -3.339899 -1.505428
O 2.949747 -2.022628 1.253088
O 0.467123 4.554230 1.171801
O -1.209372 2.253446 3.747487
O 4.472868 1.314397 4.335862
O -2.481111 1.254120 -4.160378
O 0.896914 0.448173 0.361080
O -3.004487 -0.752059 2.060149
O -3.567736 0.982534 -0.453050
O 4.143592 1.093948 -0.739024
O -0.576200 -1.653969 2.669032
O 2.741637 1.253801 -3.445015
N 0.210136 5.784743 -0.872526
N -2.093136 2.486552 -2.160189
N 2.683025 -0.691177 -1.128968
N 3.105789 -0.455374 3.369478
N -1.507991 3.347015 -4.047096
N 0.576267 0.517970 3.747944
N -1.493228 4.612929 -0.197970
N 0.971289 2.315931 2.685778
N 3.374251 1.250228 2.211215
N 4.797654 -0.973336 -1.761484
C 3.676327 -3.151714 1.213839
C 0.126075 1.694882 3.442884
C -4.442165 -2.081804 0.563898
C 3.940375 -0.217118 -1.179451
C -2.025231 2.359836 -3.460640
C 0.716777 -3.013748 -1.352739
C -5.391839 1.203917 -1.862561
C -2.418974 -1.778141 -2.641309
C -3.213207 -1.996512 1.453090
C -4.796359 1.584647 -0.542829
C -0.255949 4.935727 0.036141
C 4.160802 -3.617370 2.537224
C 1.478646 1.868948 -3.291592
C 0.165059 -2.885431 2.839517
C -2.664361 -3.237608 -2.447716
C 3.698521 0.664221 3.321771
C -0.297076 0.715886 -0.252323
C 0.425905 -3.106599 4.287877
C 1.567666 2.937313 -2.149691
H 0.591989 3.438252 -2.067346
H 0.208058 -3.742328 -1.937734
H 1.231676 -3.853176 4.454429
H -1.968359 -3.737573 -1.744344
H -5.530679 1.326711 0.274131
H -2.687483 -3.763328 -3.399777
H -0.012884 -0.978344 3.086707
H -4.612185 -3.067956 0.329971
H 1.956741 2.030071 2.457832
H 0.772647 1.045781 -3.045573
H -3.227655 -2.750185 2.235824
H -2.019915 4.039643 0.488530
H -5.490928 0.160620 -2.060816
H 0.860339 -2.178310 4.636615
H -4.737542 1.490632 -2.646566
H 3.066812 -1.157242 2.552555
H 0.404879 -3.073366 -0.333700
H 0.933563 -2.876284 2.134170
H -2.307891 -2.331783 0.944068
H 4.023281 2.060987 2.011388
H -2.626235 1.822562 -1.648348
H 3.106513 -0.911548 4.320221
H -1.686425 3.280279 -1.668651
H 5.719746 -0.468217 -1.923799
H 5.068875 -3.108762 2.855616
H -1.563470 3.361225 -5.045748
H 4.497917 -1.745240 -2.320373
H -0.198835 5.946098 -1.800910
H 4.389752 -4.723716 2.508971
H -1.385772 -1.565915 -2.858295
H -3.120611 -0.326650 -3.897466
H 2.304281 3.699948 -2.474726
H -0.521398 1.761428 -0.268640
H 2.393742 -1.655806 -1.472357
H -3.684499 -3.367409 -2.110341
H 2.735477 0.533885 -2.781782
H 1.830652 2.485814 -1.254398
H 0.687126 3.196036 2.227957
H -0.465547 -3.684648 2.444446
H 1.248974 2.185170 -4.280075
H 0.430464 -2.061612 -1.755090
H 2.286347 -3.565583 -2.400637
H -3.341729 1.025598 0.470682
H 0.062854 0.267120 4.658117
H -1.159456 0.177869 0.195446
H 1.196505 6.060049 -0.661627
H -0.195953 0.403755 -1.334383
H -4.344219 -1.485476 -0.383641
H -4.721982 2.703796 -0.521678
H -1.084783 4.174114 -3.604509
H -2.642658 -1.271251 -1.703100
H -2.004617 5.027186 -1.043842
H 3.425530 -3.512192 3.364232
H 1.522203 0.134435 3.519867
H -2.192818 -0.836161 2.511249
H 0.839730 0.628630 1.298684
H -5.291652 -1.768806 1.098491
H 2.985148 -3.963234 0.889617
H 3.190127 0.688788 1.434940
H -0.433723 -3.356486 4.933837
H 4.484361 -3.029542 0.518131
H 1.909578 -0.087522 -0.752063
H -6.377322 1.567614 -2.025619
H 2.611013 -1.951449 0.342814

Atomic forces in eV per Å
O 0.0 -2.2 0.4
O 1.4 0.3 1.1
O -1.6 2.1 -0.3
O -3.7 2.2 -6.3
O 7.0 -3.5 -1.2
O -4.5 -3.8 -5.5
O 2.0 5.3 3.0
O 1.0 -0.5 0.8
O -2.1 1.0 -1.4
O 0.9 -0.5 0.5
O -0.3 -6.7 -1.7
O 0.7 -1.0 0.0
O 0.4 -1.0 0.3
N 3.1 1.3 -0.3
N 0.1 0.1 1.2
N -2.1 -0.9 -0.7
N -1.6 -7.6 3.4
N 2.6 4.8 -3.7
N -1.9 -4.0 4.7
N -4.2 -1.3 -0.7
N 0.8 3.3 -2.4
N 3.2 5.2 -2.1
N 4.9 0.3 -1.0
C 0.0 -3.8 -0.1
C -6.6 5.2 -0.3
C 1.6 2.4 -0.5
C -2.5 7.9 3.0
C -3.5 -7.7 -1.2
C -0.8 -0.8 -1.1
C 0.0 -0.3 -0.2
C -1.0 1.6 -0.1
C 0.5 -0.9 0.0
C -2.9 1.2 -0.1
C 4.2 -0.9 5.8
C 0.7 -1.1 1.7
C 0.4 -0.8 1.6
C -3.3 -0.2 -0.3
C -0.5 -0.8 -0.3
C 6.2 6.0 6.6
C -1.9 -0.8 -1.7
C 1.5 -0.5 0.7
C -1.0 0.8 -3.6
H 0.2 -0.1 0.2
H -1.1 -0.5 -0.2
H -0.6 0.1 -0.1
H -0.4 0.4 -0.4
H 1.0 -0.1 -0.4
H 0.5 -0.1 -0.2
H -0.6 0.3 -0.3
H -0.3 -2.4 -0.8
H -1.5 0.1 0.8
H -0.1 0.7 0.0
H -0.7 -0.3 0.4
H 0.6 0.7 -0.8
H 0.1 -1.2 0.6
H 0.1 0.3 0.6
H 0.5 0.7 -0.9
H -0.1 1.5 0.9
H 0.1 -0.1 0.8
H 2.1 0.1 -0.4
H 0.2 0.3 -0.8
H -1.1 -1.3 -0.1
H -0.2 -0.8 0.8
H 0.4 0.5 -1.5
H -0.2 -0.8 -0.4
H -1.7 -1.4 0.0
H 0.1 0.1 0.1
H 0.2 0.0 -0.3
H 0.2 -0.2 -0.2
H 0.5 -0.1 1.0
H -0.1 1.2 -0.1
H 0.6 0.1 -0.5
H 0.7 0.6 0.4
H -0.3 -0.5 0.4
H -0.1 0.8 0.1
H 1.2 1.8 0.4
H -0.2 -0.1 0.5
H 0.3 0.7 -0.6
H 0.6 -0.7 1.7
H -0.1 -0.4 0.4
H -0.4 0.0 0.1
H -0.6 1.0 -0.6
H 0.1 0.8 -0.2
H -0.2 -0.3 -0.7
H 0.7 -0.6 0.9
H 1.4 -0.3 -1.7
H 0.5 0.1 -0.2
H -1.4 -0.2 -0.8
H -0.3 0.2 1.1
H -0.1 -0.5 1.0
H 0.1 -0.5 0.1
H -0.6 -1.1 -0.3
H 0.2 0.1 0.3
H 0.9 -0.8 2.3
H 0.2 0.1 -0.7
H -0.8 0.8 0.7
H 1.6 0.0 1.0
H -0.1 0.3 0.4
H -1.2 0.7 0.7
H 0.6 0.2 -0.4
H -0.2 -0.8 -1.8
H 0.2 0.2 -0.7
H 0.6 -0.3 -0.5
H 1.4 -0.6 0.0
H -0.8 0.9 -0.1
H -0.1 1.0 0.5

=====

(2)
C19H64N4O13 | ωB97M-V/def2-TZVPD

Energy above the lowest of the compared OMol25 structures with the same formula, charge and spin = 12.5 kcal per mole
Orbital gap = 8.8039 eV
Net charge = 0
M = 556.74 g/mol
LUMO energy = 0.1 eV
Calculated total energy = -53313.214 eV
Highest occupied orbital energy = -8.7 eV

CARTESIAN COORDINATES (ANGSTROEM)
O -3.542721 3.109038 -0.790939
O 3.255300 -1.053190 -4.636265
O 1.242788 -3.843222 -0.345296
O 1.636083 -0.875861 2.948394
O -2.547481 0.691274 -1.184409
O -4.520646 1.025596 4.192981
O 4.062894 -1.244449 0.106272
O 2.135749 1.756513 2.517738
O -0.157557 0.453310 0.776463
O 0.112821 -2.287191 -4.549916
O 2.805363 3.792063 -2.662224
O -1.502014 -1.891632 1.492178
O -0.812945 1.061527 -3.423904
N 2.174428 -2.566849 4.559339
N 0.261785 -2.777978 3.313075
N 2.584250 -5.731778 0.205488
N 1.847423 -4.513773 1.861515
C -0.641175 -2.323701 -3.361588
C -2.143872 -2.670084 0.597139
C 4.378116 -0.086207 0.890247
C -1.654049 0.775855 -4.538904
C -4.831993 1.174207 2.807344
C 2.923541 0.522032 -2.819142
C 1.117325 2.623700 2.913007
C -2.303028 3.785609 -0.847938
C -2.000569 3.950069 0.669400
C -3.618623 -0.163907 -1.705224
C 1.875033 -4.689467 0.526821
C 2.180279 4.257291 -1.491174
C 3.206678 -0.909300 -3.250268
C 1.379266 -2.118949 3.554916
C -3.934454 0.508948 1.858520
C -2.053209 -4.155913 1.052474
C 0.710649 -0.421019 0.065097
C 1.646312 4.033940 2.710250
C 1.439048 3.066345 -0.830560
H -0.344397 -2.487535 2.499186
H 5.464226 0.036048 0.890822
H -1.289229 -1.022259 1.135366
H -5.814240 0.846495 2.779376
H 4.011388 -0.269849 1.884892
H 0.840323 4.808330 2.595020
H -4.572377 0.325862 -1.975639
H 1.883799 0.901646 -2.930271
H 3.181845 0.660993 -1.782460
H -1.374665 -1.574451 -3.409049
H -1.192640 -3.258490 -3.225426
H -2.503173 4.763433 1.073996
H 2.296808 4.132147 1.799641
H -4.915180 2.243261 2.648866
H -3.903145 -0.601954 1.997934
H 2.925128 4.706436 -0.834441
H 0.910234 3.530331 -0.028123
H 0.312810 2.615984 2.229650
H 3.591891 1.181065 -3.276685
H -3.263778 -2.421522 0.695250
H -0.961881 4.156725 0.860650
H 3.955287 -1.979464 0.770309
H -4.276711 3.706040 -0.449913
H 4.117299 -1.219195 -2.753184
H 0.666660 -1.397590 0.539472
H 1.878353 0.822483 2.528566
H 1.728419 -0.169795 0.011444
H 2.959018 -6.385951 0.922209
H 0.886847 2.475689 -1.547152
H -1.193926 -0.045550 -5.170981
H -0.545798 -2.194529 -5.243466
H 2.302559 4.418752 3.550506
H 3.090368 -2.150812 4.680811
H 3.456321 -1.933116 -4.878780
H 2.117938 -5.305680 2.508332
H -1.503798 3.199565 -1.299225
H -2.920242 0.938557 2.016550
H -2.400739 4.725382 -1.436612
H -2.343670 -4.371389 2.153529
H 1.217799 -3.818661 2.169917
H 0.660038 2.472007 3.956799
H -1.858912 1.602262 -5.156643
H -3.348530 -0.830760 -2.499561
H 2.057836 2.356744 -0.331191
H -1.394017 0.895762 -2.663754
H -4.197836 0.691155 0.857570
H -0.046987 -2.102222 -2.502889
H 1.484510 5.052154 -1.787935
H -2.778691 -4.692757 0.488499
H -2.187959 3.017642 1.182486
H 3.865418 0.722561 0.428559
H -0.780864 0.855040 0.195014
H 2.080635 -3.467338 4.914584
H -5.007012 1.739971 4.667979
H 0.323456 -0.436118 -0.986218
H -1.708537 -2.387791 -0.376548
H -3.003807 1.543605 -0.957082
H -3.937187 -0.792359 -0.906092
H -2.595086 0.361835 -4.161610
H 3.222517 4.428392 -3.262045
H 2.397303 -1.521205 -2.837583
H -1.064155 -4.578126 0.849155
H 2.689794 -6.075643 -0.734666
H -0.058458 -3.705091 3.741379

Atomic forces in eV per Å
O -2.4 0.2 -0.9
O 0.0 1.8 -0.7
O 3.1 -4.3 4.3
O -1.0 -7.0 2.8
O -1.4 -0.2 -1.0
O 0.5 0.5 0.9
O -0.1 -1.5 1.1
O 0.5 -0.1 0.2
O 0.5 -0.1 1.5
O 0.1 -0.2 -0.1
O 0.6 -1.0 -1.0
O 1.2 1.1 2.3
O -0.5 0.1 -0.3
N 0.9 1.6 -0.8
N -2.2 -2.0 -0.5
N 2.1 -3.6 -1.0
N 0.7 -1.4 1.0
C -0.2 -0.7 -0.1
C -2.4 -1.2 0.0
C 0.4 -1.4 -0.3
C 0.7 -2.5 0.5
C -0.6 1.5 1.4
C -1.0 -0.4 0.3
C 0.1 0.9 0.8
C 0.2 1.2 2.0
C 2.0 -0.4 -1.7
C -0.5 0.6 1.1
C -3.6 4.8 -3.2
C -0.1 -0.3 -0.5
C -1.1 0.1 1.4
C 1.4 6.8 -1.2
C 2.0 -1.2 1.3
C 0.3 0.4 0.8
C -1.9 -0.7 -1.6
C 1.1 2.0 0.7
C 1.0 1.3 -0.5
H 0.3 0.3 0.8
H -0.1 0.4 0.1
H 0.3 0.6 0.1
H -2.2 -1.0 -0.9
H -0.1 0.5 0.5
H 0.4 -0.8 0.2
H 0.8 0.6 -0.2
H 0.6 -0.5 -0.3
H -0.1 -0.4 0.7
H -1.2 1.3 0.1
H 0.3 -0.3 0.1
H -1.4 1.3 0.9
H -0.7 -0.5 0.7
H 0.4 0.5 -0.6
H 0.1 0.9 0.1
H 0.0 -0.1 0.4
H -1.1 0.0 0.4
H -1.3 -0.8 -0.8
H 0.9 1.2 -1.2
H 1.2 -0.2 -0.9
H 0.6 0.2 -0.1
H 0.0 1.0 -1.4
H 1.7 -1.1 -0.6
H 0.5 -0.2 0.0
H 0.0 -0.1 -0.3
H -0.4 0.1 0.3
H 1.3 1.0 0.3
H -0.5 1.1 -0.9
H -0.7 0.3 -0.2
H -0.3 1.0 0.6
H 0.3 0.0 -0.3
H -0.7 -0.6 -0.7
H -0.5 0.1 -0.2
H 0.2 -1.4 -0.1
H -0.6 1.6 -1.3
H -0.5 -0.4 -0.3
H -0.4 -0.6 -0.2
H 0.2 -0.5 0.6
H 0.5 0.9 -1.6
H -0.5 0.4 0.4
H 1.0 0.0 -1.2
H -0.1 1.3 -0.7
H 0.7 0.1 -0.5
H 1.0 -0.3 0.3
H 0.4 0.2 0.3
H -0.6 0.4 -1.2
H 0.7 -0.2 0.4
H -0.3 -0.1 0.4
H -0.5 -0.7 -0.6
H -0.4 -0.2 0.1
H -0.2 1.0 -0.1
H -0.5 0.4 -1.0
H -0.3 -1.6 0.5
H 0.7 -1.0 -0.5
H 0.5 -0.5 0.6
H -0.6 -1.0 -0.2
H 0.3 -0.6 -0.2
H -0.1 -0.8 0.8
H -0.1 0.2 -0.3
H -0.4 0.2 0.8
H 0.0 -0.3 0.0
H -0.1 0.1 0.1
H -0.2 0.5 -0.1
H 1.1 2.2 -0.5

=====

Which of these has the highest energy above the lowest of the compared OMol25 structures with the same formula, charge and spin?
C19H64N10O13